Version i
The ion C7H16N with charge +1. Source: OMol25; level of theory: wB97M-V/def2-TZVPD.

As for the total charge: +1. The SMILES is C/C=C/CCCC[NH3+]. The value obtained for the HOMO-LUMO gap is 7.9 eV. The HOMO energy is -11.76 eV.

Cartesian coordinates (Å):
H (-1.554, 2.497, -1.177)
H (-2.969, 1.074, -1.790)
H (3.134, -2.449, 0.620)
C (1.415, -1.802, 1.539)
H (-1.417, 1.933, 1.030)
H (-0.737, -0.353, -1.210)
C (-0.037, 0.158, 1.263)
H (-2.477, 0.953, -3.316)
C (1.159, -0.608, 0.874)
H (-0.960, -0.541, 1.179)
C (-0.526, 1.481, 0.600)
H (2.092, -0.003, 0.627)
H (0.394, 2.176, 0.894)
H (0.001, 0.436, 2.292)
H (3.484, -1.902, 2.116)
C (-0.755, 1.759, -0.937)
H (-2.896, -0.464, -2.169)
H (0.501, -2.261, 1.962)
C (2.731, -2.458, 1.570)
N (-2.409, 0.484, -2.363)
H (0.257, 2.349, -1.124)
H (-0.171, 0.463, -2.565)
C (-0.951, 0.520, -1.922)
H (2.692, -3.442, 2.006)

***

Version ii
A cluster of 2 separate species, C7H16N in total. Source: OMol25; level of theory: wB97M-V/def2-TZVPD.

As for the total charge: +1. The value obtained for the HOMO-LUMO gap is 8.6 eV. The HOMO energy is -14.07 eV.

Cartesian coordinates (Å):
H (-2.272, -0.362, -1.260)
C (3.054, 0.922, -1.544)
H (1.863, -1.887, 1.738)
H (-3.884, -0.799, 1.290)
C (-1.383, 0.336, 0.558)
C (-2.604, -0.038, -0.269)
H (-4.136, -1.597, -0.301)
H (3.630, -1.686, 1.232)
H (-2.731, -1.949, 0.679)
H (3.883, 1.414, -2.033)
H (2.044, 1.151, -1.872)
H (-3.200, 0.858, -0.441)
C (-3.415, -1.156, 0.379)
H (-0.440, 1.355, -1.101)
H (1.237, -0.291, -0.139)
H (-0.745, -0.543, 0.707)
C (2.588, -1.423, 1.093)
N (3.260, 0.101, -0.595)
H (4.228, -0.099, -0.353)
C (-0.623, 1.517, -0.032)
C (2.239, -0.548, 0.166)
H (-1.210, 2.423, 0.074)
H (-1.718, 0.589, 1.570)
H (0.333, 1.711, 0.454)

***

Least stable structure: version i

***

Version i
A cluster of 2 separate species, C7H16N in total. Source: OMol25; level of theory: wB97M-V/def2-TZVPD.

As for the total charge: +1. The value obtained for the HOMO-LUMO gap is 9.3 eV. The HOMO energy is -12.49 eV.

Cartesian coordinates (Å):
C (1.902, -1.076, -0.603)
C (-2.491, 1.943, 2.223)
H (0.875, -2.944, -1.003)
H (0.806, -2.464, 0.664)
C (1.464, -2.480, -0.206)
H (2.726, 0.738, 0.226)
H (1.035, 0.525, -1.665)
C (2.387, -0.244, 0.568)
C (-1.981, 0.967, -1.279)
H (-2.724, 0.186, -1.405)
H (-3.027, 0.238, 1.151)
H (2.355, -3.078, -0.043)
H (-1.926, 2.868, 2.269)
H (1.632, -0.138, 1.346)
H (-0.002, -0.133, -0.547)
H (3.285, -0.705, 0.977)
C (-2.501, 1.188, 1.130)
H (2.660, -1.139, -1.384)
H (-3.025, 1.655, 3.117)
C (-1.817, 1.571, -0.102)
H (0.318, -0.881, -2.010)
H (-1.236, 2.488, -0.018)
H (-1.442, 1.267, -2.170)
N (0.727, -0.351, -1.237)

***

Version ii
The ion C7H16N with charge +1. Source: OMol25; level of theory: wB97M-V/def2-TZVPD.

As for the total charge: +1. The SMILES is C/C=C(\C)CCC[NH3+]. The value obtained for the HOMO-LUMO gap is 8.4 eV. The HOMO energy is -12.01 eV.

Cartesian coordinates (Å):
C (-0.920, -2.021, 0.842)
H (2.076, 0.969, -3.560)
H (0.231, 1.001, 1.859)
H (-0.266, 1.751, -2.986)
C (-0.355, -0.669, 0.897)
H (-0.728, 0.958, 3.912)
C (-0.206, 0.906, -1.049)
H (-0.693, -0.892, 3.920)
H (1.119, -0.370, -3.233)
H (0.710, -1.118, -0.872)
H (1.013, 2.409, -2.133)
H (1.510, 0.046, 0.129)
H (2.078, 0.216, -2.049)
H (-1.716, -2.180, 1.581)
H (-1.240, 0.611, -1.203)
H (-2.019, -0.004, 3.283)
C (0.520, 1.449, -2.289)
N (1.521, 0.486, -2.857)
H (-0.239, 1.730, -0.334)
C (-0.373, 0.096, 1.990)
H (-1.429, -2.372, -0.062)
C (-0.923, 0.028, 3.397)
C (0.528, -0.218, -0.269)
H (-0.197, -2.809, 1.087)

***

Least stable structure: version ii

***

Version i
A cluster of 2 separate species, C10H18N3O in total. Source: OMol25; level of theory: wB97M-V/def2-TZVPD.

As for the total charge: +1. The value obtained for the HOMO-LUMO gap is 9.3 eV. The HOMO energy is -11.97 eV.

Cartesian coordinates (Å):
C (-2.202, 1.299, -2.307)
H (0.970, 0.444, -1.629)
H (-0.957, 3.086, -0.464)
N (1.753, -0.882, 0.457)
H (0.338, -1.847, -0.891)
C (-2.151, -0.128, -0.280)
H (2.539, 2.016, 1.190)
N (2.053, 1.164, 1.420)
C (-1.265, 2.116, -0.081)
C (-1.296, 0.556, 1.761)
H (-2.467, -0.924, -0.949)
C (1.664, 0.429, 0.309)
H (-1.394, -0.264, 3.613)
H (1.939, -1.310, 1.347)
C (-0.927, 1.759, 1.246)
C (-1.797, 1.109, -0.879)
H (-0.431, 2.562, 1.801)
C (1.441, -1.797, -0.665)
H (2.624, -3.603, -0.963)
N (1.334, 0.982, -0.855)
H (-1.301, 1.074, -2.957)
O (-0.835, 0.250, 3.022)
H (-1.720, -1.498, 1.400)
H (-2.956, 0.536, -2.595)
C (1.800, -3.249, -0.330)
C (-1.746, -0.517, 0.971)
H (1.374, 1.160, 2.172)
H (1.093, 1.959, -0.792)
H (-2.511, 2.244, -2.767)
H (1.884, -1.522, -1.635)
H (2.183, -3.267, 0.702)
H (0.968, -3.937, -0.369)

***

Version ii
A cluster of 2 separate species, C10H18N3O in total. Source: OMol25; level of theory: wB97M-V/def2-TZVPD.

As for the total charge: +1. The value obtained for the HOMO-LUMO gap is 8.0 eV. The HOMO energy is -11.31 eV.

Cartesian coordinates (Å):
C (1.045, -3.609, 0.862)
C (1.260, -2.339, 0.097)
C (2.637, -0.466, -0.575)
C (0.377, -1.959, -0.911)
H (-0.085, -0.645, -2.576)
H (-3.084, -0.937, 0.314)
H (3.421, 0.246, -0.319)
C (-0.287, 1.973, 0.612)
N (-2.391, -0.216, 0.195)
H (1.220, -4.475, 0.228)
H (-2.002, 2.843, -0.267)
N (-1.630, 1.932, -0.046)
O (1.834, 1.121, -2.158)
H (0.122, 0.971, 0.557)
H (-0.514, -2.560, -1.053)
C (-0.246, 2.492, 2.047)
H (-1.219, 2.845, 2.384)
H (1.803, -3.740, 1.642)
H (-4.000, 0.741, 1.848)
H (1.013, 1.245, -2.671)
H (-3.785, 2.375, 1.386)
H (0.090, -3.650, 1.384)
C (-2.511, 1.054, 0.509)
H (3.162, -1.969, 0.896)
H (0.258, 2.595, -0.082)
C (1.681, -0.072, -1.480)
H (-1.514, -0.495, -0.239)
H (0.074, 1.720, 2.755)
N (-3.404, 1.438, 1.423)
C (2.383, -1.526, 0.294)
H (0.498, 3.283, 2.155)
C (0.583, -0.900, -1.773)

***

Least stable structure: version i

***

Version i
The molecule C4H8O2S. Source: OMol25; level of theory: wB97M-V/def2-TZVPD.

The SMILES is C=C[C@](O)(S)CO. The value obtained for the HOMO-LUMO gap is 9.9 eV. The HOMO energy is -9.19 eV.

Cartesian coordinates (Å):
H (0.185, -2.243, -0.345)
S (-1.829, -0.787, -0.966)
H (-1.234, -1.220, 1.746)
H (-1.953, 0.329, -1.664)
H (-1.741, 2.129, 0.184)
H (2.069, -2.339, -0.579)
O (-0.431, 1.938, -1.211)
C (1.176, -1.807, -0.355)
H (-0.077, 2.022, 0.752)
O (-1.179, -0.285, 1.550)
H (0.259, 1.292, -1.669)
H (1.647, 0.251, 0.438)
C (-0.769, 1.514, 0.099)
C (1.065, -0.541, -0.007)
C (-0.732, -0.049, 0.256)

***

Version ii
The molecule C4H8O2S. Source: OMol25; level of theory: wB97M-V/def2-TZVPD.

The SMILES is O=C(O)CCCS. The value obtained for the HOMO-LUMO gap is 10.0 eV. The HOMO energy is -9.29 eV.

Cartesian coordinates (Å):
H (0.271, 1.115, -0.360)
H (-3.260, 1.438, -1.799)
H (3.320, 0.557, 0.595)
H (0.422, -0.147, -1.364)
C (0.394, -0.753, 0.747)
C (-0.090, 0.089, -0.446)
S (-1.933, 1.345, -1.927)
O (2.588, 0.043, 0.219)
C (1.775, -0.368, 1.207)
H (-1.970, -0.884, -0.942)
O (2.127, -0.487, 2.347)
H (-0.378, -0.471, 1.466)
C (-1.603, 0.101, -0.673)
H (0.339, -1.829, 0.595)
H (-2.002, 0.250, 0.336)

***

Least stable structure: version i